(1)
122
Properties=species:S:1:pos:R:3:forces:R:3 method="wB97M-V/def2-TZVPD" orbital_gap_ev=9.2 multiplicity=1 charge=+1 homo_energy_ev=-11.2 e_lumo_ev=-1.980
C -5.066503 -0.959531 1.408743 -0.1 0.1 -0.4
C -3.642881 -1.351247 1.027732 -0.4 0.5 0.0
C -2.675608 -1.781446 2.134758 -0.1 -1.7 -0.9
O -3.446452 -2.502953 3.043566 0.0 0.5 0.2
C -1.506434 -2.730530 1.509842 0.6 0.6 -0.1
Br -2.013919 -4.594266 1.770141 0.0 0.3 0.0
C -1.218827 -2.473256 -0.009964 -0.8 -0.9 -1.0
N -1.756792 -3.470096 -0.948025 0.1 0.2 0.4
C -0.185260 -2.338635 2.281176 -1.0 -0.7 -0.2
C 0.715977 -3.533700 2.573966 0.4 0.5 0.1
C 2.144674 -3.134768 2.990947 -0.9 -0.2 0.4
C 2.373399 -3.323008 4.500625 0.1 0.1 -0.6
O 2.989410 -3.973720 2.232350 0.3 0.0 -0.1
C 4.356353 -3.644805 2.343611 0.3 0.2 -0.2
C 4.717850 -2.382232 1.598966 0.6 0.8 0.0
C 4.036499 -1.987777 0.442886 0.4 0.3 0.2
C 4.389093 -0.806245 -0.215431 0.5 0.2 0.5
C 5.435796 -0.000280 0.268499 -0.3 -0.7 0.3
C 6.137712 -0.398421 1.408626 -0.5 -0.5 -0.1
C 5.777263 -1.576039 2.070841 -0.6 -0.1 -0.6
C -0.738866 -1.603711 3.492967 2.0 -0.4 -0.1
N 0.222264 -0.933472 4.342586 -0.4 0.1 0.0
N -1.820888 -0.727668 2.861581 -0.4 0.2 0.5
C -1.292279 0.288388 1.856548 0.5 0.5 -0.2
C 0.080323 0.899530 2.092990 -0.1 0.5 -0.1
C 0.552325 1.559584 0.791846 0.2 -0.5 0.4
C 1.958700 2.121938 0.952677 -0.4 0.3 0.1
C 2.073268 3.255287 1.960774 0.3 0.3 0.1
C 3.545750 3.634901 2.194220 -0.2 -0.9 0.0
C 4.175948 2.801783 3.326511 0.0 0.4 0.2
C 4.774443 3.669983 4.433939 -0.2 -0.2 -0.4
C 5.176390 2.843708 5.631893 0.0 0.3 -0.1
O 4.001474 2.407237 6.291399 0.0 -0.2 0.1
C 4.206030 1.236031 7.064708 -0.2 0.5 -0.1
C -2.579247 0.014561 3.924677 0.4 -0.4 -0.7
F -3.759798 0.301305 3.498551 -1.3 0.5 -0.5
F -2.679414 -0.723085 4.994578 0.0 -0.9 1.2
F -1.955809 1.109054 4.224216 0.8 1.2 0.4
H -5.651490 -0.985488 0.492740 -0.1 0.0 -0.1
H -5.534053 -1.650446 2.096261 0.0 -0.1 0.2
H -5.152335 0.056120 1.770344 0.0 0.1 0.2
H -3.724270 -2.237926 0.404740 0.1 -0.3 0.0
H -3.253420 -0.580663 0.371659 0.2 0.1 0.1
H -3.286494 -2.305514 3.970320 0.1 -0.2 0.0
H -1.650606 -1.533652 -0.326071 0.3 0.4 0.3
H -0.151663 -2.436431 -0.198059 0.2 0.1 0.4
H -1.081878 -3.685219 -1.664880 0.0 -0.1 -0.1
H -2.591575 -3.127016 -1.396940 -0.1 -0.1 -0.1
H 0.396782 -1.699918 1.627176 0.0 0.4 0.0
H 0.797845 -4.079584 1.638491 0.0 -0.2 -0.1
H 0.275051 -4.202332 3.304225 -0.1 -0.1 0.1
H 2.269142 -2.082522 2.725425 0.4 0.1 -0.1
H 3.055907 -2.574945 4.889607 0.1 0.0 0.2
H 2.777058 -4.319747 4.647407 0.1 -0.1 0.2
H 1.433792 -3.261168 5.032985 -0.1 0.1 0.2
H 4.918352 -4.486211 1.947687 -0.1 -0.2 -0.2
H 4.678546 -3.536131 3.379282 -0.1 0.0 0.2
H 3.241238 -2.615269 0.067445 -0.1 0.0 -0.1
H 3.859098 -0.497451 -1.103897 -0.1 0.0 -0.1
H 5.704886 0.918908 -0.228062 0.0 0.1 -0.1
H 6.954418 0.188505 1.798995 0.1 0.1 0.0
H 6.323415 -1.877434 2.953693 0.0 0.0 0.1
H -1.160246 -2.415003 4.078984 -0.8 0.2 0.1
H 0.178038 -1.291225 5.284262 -0.1 0.0 0.1
H 0.153720 0.071971 4.396516 0.2 0.0 -0.2
H -2.018042 1.092292 1.804833 -0.3 0.0 0.1
H -1.290592 -0.159924 0.875734 0.0 -0.4 0.0
H 0.835322 0.186676 2.394447 0.1 -0.2 0.0
H 0.036341 1.668582 2.858092 -0.1 0.0 0.2
H 0.588836 0.778727 0.032358 -0.1 0.1 -0.2
H -0.153842 2.325351 0.479301 -0.1 0.1 -0.2
H 2.633222 1.314802 1.241284 0.1 -0.1 -0.1
H 2.282218 2.508443 -0.011333 0.2 -0.1 -0.2
H 1.499807 4.118945 1.627358 -0.1 0.1 -0.2
H 1.655403 2.964032 2.922869 -0.1 0.0 0.1
H 4.079235 3.382950 1.279598 0.1 0.4 -0.2
H 3.652067 4.697498 2.378766 0.1 0.2 0.1
H 3.427064 2.162686 3.792962 -0.1 -0.1 0.0
H 4.942192 2.144326 2.929323 0.2 -0.2 -0.1
H 5.625023 4.218504 4.032379 0.2 0.1 0.1
H 4.029480 4.408985 4.723140 0.0 0.1 0.2
H 5.787511 3.433446 6.318268 0.1 0.0 0.1
H 5.771112 1.994216 5.285990 0.1 -0.2 0.1
H 5.217148 1.200823 7.463532 0.2 -0.1 0.0
H 3.521850 1.267299 7.906050 -0.2 0.0 0.1
H 4.001538 0.353718 6.458703 0.1 -0.2 0.0
C -0.189107 0.758228 -4.571846 0.2 -0.4 -0.5
C -0.758959 0.369674 -3.205904 0.3 0.3 0.1
C -2.231906 0.663838 -2.920591 -0.2 0.1 0.1
F -2.505393 1.980416 -2.959264 0.1 -0.1 0.0
F -2.492447 0.234203 -1.644229 0.0 0.0 0.0
F 0.004714 0.891255 -2.215672 -0.1 -0.1 -0.1
F -0.655089 -0.991891 -3.116184 -0.1 -0.1 0.0
O 0.514188 1.978520 -4.656838 -0.1 0.1 0.6
C -0.132658 3.161202 -4.877358 0.0 -0.1 -0.3
C 0.032584 4.125641 -3.698416 0.0 0.2 0.1
F -0.418075 3.561088 -2.555672 0.0 0.0 0.0
F -0.693334 5.235036 -3.941024 0.0 0.0 0.0
F -1.434206 2.974316 -5.182489 0.0 0.0 0.0
F 0.448567 3.752111 -5.937024 0.0 0.0 -0.1
H 0.566971 0.003258 -4.782037 0.0 0.0 0.1
H -0.938251 0.667483 -5.354917 -0.2 0.0 0.1
H -2.899777 0.147083 -3.605989 0.1 -0.1 0.1
H 1.084325 4.391829 -3.579267 0.0 0.0 0.0
C -6.490882 -0.280421 -7.466813 -0.4 -0.3 0.4
C -6.702996 0.126197 -8.931732 0.2 0.3 0.1
C -6.019103 -0.718775 -10.008937 -0.1 -0.1 -0.2
F -4.676487 -0.688062 -9.865431 -0.1 0.0 0.0
F -6.328698 -0.206137 -11.217609 0.0 0.0 0.0
F -6.389857 1.427938 -9.092626 0.0 -0.1 0.0
F -8.038099 -0.011760 -9.162661 -0.1 -0.1 0.0
O -5.502880 0.423680 -6.731493 0.1 0.3 -0.4
C -4.196623 0.059949 -6.737204 -0.5 -0.3 0.1
C -3.306165 1.144424 -7.350245 0.1 0.1 0.0
F -3.688335 1.406580 -8.605687 0.1 0.0 0.0
F -2.028826 0.681517 -7.376082 0.0 0.0 0.1
F -3.998477 -1.137050 -7.305788 0.1 0.0 0.0
F -3.819508 -0.068736 -5.421670 0.1 0.0 -0.2
H -7.420742 -0.014334 -6.968503 0.0 0.1 0.0
H -6.379868 -1.359584 -7.361092 0.1 0.0 -0.2
H -6.365655 -1.755067 -9.963397 0.0 0.0 0.0
H -3.353054 2.057369 -6.752814 0.0 0.0 0.0

(2)
106
Properties=species:S:1:pos:R:3:forces:R:3 method="wB97M-V/def2-TZVPD" de_lowest_kcal_mol=0.0 orbital_gap_ev="7.0 / 6.7" multiplicity=3 charge=+1 homo_energy_ev="-11.2 / -11.2" e_lumo_ev="-4.152 / -4.536"
Tc -0.656538 -0.216834 1.557308 -0.1 2.6 1.4
N -0.217402 -0.615335 3.747161 -0.1 0.2 -0.5
C -0.578790 -1.938001 4.301922 -0.1 -0.2 0.0
C -1.897270 -2.436169 3.708071 0.2 0.1 -0.3
C -1.630056 -2.948339 2.305089 -0.4 -0.6 1.0
O -1.858782 -4.069520 1.950106 0.2 0.3 -0.2
O -1.052838 -2.045659 1.504740 0.1 -0.4 -0.8
H 0.717716 -0.354343 4.043186 0.1 0.0 -0.2
H -0.876268 0.074832 4.138991 0.1 -0.1 0.1
H -0.672518 -1.871544 5.386861 0.1 0.1 0.0
H 0.213249 -2.652613 4.073341 0.1 0.1 0.0
H -2.622333 -1.616592 3.675677 0.0 0.0 0.1
H -2.307714 -3.250954 4.297491 0.0 0.0 0.0
C 2.705089 -1.790378 -3.080814 0.0 0.1 0.1
C 2.943473 -2.087848 -1.608030 0.0 -0.2 -0.1
C 4.430434 -2.298377 -1.344521 -0.1 0.1 0.1
C 2.139392 -3.295631 -1.142537 0.0 0.1 0.0
O 2.441314 -0.937212 -0.881365 0.0 0.0 -0.2
Si 2.985289 -0.186983 0.432598 -0.5 0.0 0.1
S 1.203622 0.966749 1.046703 -0.1 -0.1 0.1
O 4.139552 0.910340 0.282057 -0.1 0.1 0.0
C 4.425243 2.152530 -0.410575 0.2 0.1 -0.1
C 4.660968 3.203145 0.666738 0.0 -0.1 -0.1
C 5.690706 1.891190 -1.217352 -0.1 0.0 0.1
C 3.291488 2.579043 -1.336522 0.0 -0.3 0.1
O 3.320210 -1.245400 1.589524 0.1 -0.2 0.1
C 4.265687 -1.417672 2.666771 0.1 -0.1 0.2
C 3.795358 -0.582458 3.851778 0.0 0.0 -0.1
C 5.665112 -0.991432 2.238081 -0.1 0.0 -0.1
C 4.231611 -2.904764 2.996270 0.0 0.1 0.0
H 2.936230 -2.670141 -3.681827 0.0 0.0 0.0
H 3.338111 -0.964421 -3.408638 0.0 0.0 0.0
H 1.664716 -1.511716 -3.240831 0.1 0.0 0.0
H 4.817018 -3.075386 -2.003082 0.0 0.0 0.0
H 4.596521 -2.605493 -0.311905 0.0 0.0 0.0
H 4.988592 -1.377217 -1.529440 0.0 0.0 0.0
H 2.479985 -4.200101 -1.647029 0.0 0.0 0.0
H 1.079428 -3.152056 -1.359159 0.0 0.0 0.0
H 2.263685 -3.425076 -0.066235 0.0 0.0 0.0
H 5.519228 2.935763 1.283523 0.0 0.0 0.0
H 3.780013 3.286341 1.305370 0.0 0.0 0.0
H 4.849990 4.173348 0.206858 0.0 0.0 0.0
H 6.488990 1.547072 -0.559751 0.0 0.0 0.0
H 6.015862 2.802000 -1.719816 0.0 0.0 0.0
H 5.499364 1.124084 -1.969556 0.0 0.0 0.0
H 2.404483 2.851048 -0.768558 -0.1 0.0 0.0
H 3.035177 1.774096 -2.029339 0.0 0.0 0.0
H 3.609872 3.448150 -1.911290 0.0 0.0 0.0
H 3.699753 0.464472 3.556467 0.0 0.0 0.0
H 4.513260 -0.651852 4.668609 0.0 0.0 0.0
H 2.829157 -0.942795 4.212402 0.0 0.0 0.0
H 5.687491 0.074582 2.019287 0.1 0.0 0.0
H 5.974443 -1.534351 1.344230 0.0 0.0 0.0
H 6.376712 -1.205646 3.035000 0.0 0.0 0.0
H 3.223381 -3.205479 3.283940 0.0 0.0 0.0
H 4.913300 -3.129707 3.816629 0.0 0.0 0.0
H 4.530211 -3.488811 2.125171 0.0 0.0 0.0
C -2.421237 0.878570 -6.973781 0.1 0.0 0.1
C -2.263707 0.785771 -5.482974 0.0 0.0 0.0
C -2.635388 1.837941 -4.654937 0.0 0.0 -0.1
C -2.539195 1.758269 -3.272492 0.0 0.0 0.2
C -2.927656 2.960518 -2.446262 0.0 -0.1 -0.1
C -2.060961 0.564888 -2.710156 0.1 -0.1 0.1
Te -2.318633 0.417535 -0.584370 -0.3 -0.3 -0.7
N -1.636072 1.174157 2.133811 0.8 -1.8 -0.9
C -2.294025 1.718126 3.199812 -0.1 -0.1 1.1
O -2.396085 1.088035 4.257060 0.0 0.2 -0.3
C -2.908928 3.048059 3.001485 -0.1 0.1 -0.2
C -3.702088 3.579739 4.015107 0.0 -0.1 0.1
C -4.339357 4.793489 3.827993 0.0 0.0 0.0
C -4.185398 5.482341 2.631998 0.1 0.0 0.0
C -3.396508 4.954275 1.617649 0.0 0.1 0.0
C -2.758776 3.740928 1.800086 0.1 -0.1 0.1
C -3.638812 -1.262230 -0.609856 -0.1 0.2 0.1
C -3.152947 -2.563635 -0.583419 0.1 0.0 0.0
C -4.028750 -3.636692 -0.607331 0.0 -0.1 0.0
C -5.393570 -3.408040 -0.644332 0.0 0.0 0.0
C -5.877108 -2.108970 -0.646560 0.0 0.0 0.0
C -5.018353 -1.014605 -0.631343 0.0 0.2 0.0
C -5.594095 0.378464 -0.678919 0.1 -0.2 0.0
C -1.604969 -0.479808 -3.518518 0.1 -0.1 0.2
C -0.987948 -1.731916 -2.959966 -0.2 0.0 -0.1
C -1.722944 -0.350636 -4.896919 0.0 0.0 0.0
H -2.930686 1.797002 -7.258489 0.0 0.0 0.0
H -2.995547 0.030314 -7.347122 0.0 0.0 0.0
H -1.447437 0.860168 -7.465608 0.0 0.0 0.0
H -3.017609 2.750288 -5.098331 0.0 0.0 0.0
H -3.177132 3.796766 -3.096661 0.0 0.0 0.0
H -2.102241 3.266906 -1.800230 0.0 0.1 0.0
H -3.793972 2.756052 -1.813791 0.0 0.0 0.0
H -3.815350 3.021182 4.934730 0.0 0.0 0.0
H -4.961919 5.202128 4.612395 0.0 0.0 0.0
H -4.674421 6.437121 2.490565 0.0 0.0 0.0
H -3.283311 5.491261 0.684823 0.0 0.0 0.0
H -2.135767 3.325334 1.019436 0.0 0.0 -0.1
H -2.093378 -2.757287 -0.527605 0.0 0.0 0.0
H -3.636131 -4.643718 -0.574488 0.0 0.0 0.0
H -6.085650 -4.239522 -0.666662 0.0 0.0 0.0
H -6.945285 -1.930352 -0.657467 0.0 0.0 0.0
H -6.661564 0.358613 -0.468857 0.0 0.0 0.0
H -5.449824 0.802659 -1.676570 0.0 0.1 0.0
H -5.115451 1.037160 0.046101 0.0 0.0 0.0
H -0.548582 -1.550001 -1.978177 0.0 -0.1 0.0
H -0.213808 -2.098418 -3.632913 -0.1 0.0 0.0
H -1.738580 -2.517657 -2.870014 0.0 0.0 0.1
H -1.382869 -1.165015 -5.527678 0.0 0.0 0.0

(3)
102
Properties=species:S:1:pos:R:3:forces:R:3 method="wB97M-V/def2-TZVPD" de_lowest_kcal_mol=21.8 orbital_gap_ev="6.0 / 6.7" multiplicity=3 homo_energy_ev="-5.6 / -6.4" e_lumo_ev="0.373 / 0.365"
Ti -0.300844 -0.640923 -0.085844 0.9 -0.1 0.0
C 4.762488 0.818734 -1.594695 0.0 0.0 0.0
C 3.528846 0.598086 -0.721412 -0.1 0.0 0.0
C 3.158847 1.921385 -0.047550 0.0 0.0 0.0
P 1.985339 -0.127648 -1.541148 0.1 0.1 -0.2
C 2.739547 -1.259182 -2.805510 -0.1 -0.1 0.0
C 1.762736 -1.549655 -3.951362 0.0 0.1 0.1
C 3.232311 -2.518967 -2.089611 0.0 0.1 0.0
C 1.362310 1.258542 -2.531552 0.0 0.0 0.1
C 2.056408 1.757372 -3.636818 0.0 0.0 0.0
C 1.638649 2.863513 -4.353108 0.0 0.0 0.0
C 2.389516 3.364634 -5.558520 0.0 0.0 0.0
C 0.477578 3.494018 -3.900071 0.0 0.0 0.0
C -0.235804 3.025109 -2.820772 0.0 0.0 0.0
C 0.160550 1.870944 -2.098251 0.0 0.1 -0.1
N -0.506549 1.390336 -0.998701 -0.2 -0.2 0.3
C -1.671184 2.057019 -0.569332 0.0 0.0 -0.1
C -2.795596 2.190298 -1.393189 0.0 0.0 0.0
C -3.957254 2.791282 -0.945591 0.0 0.0 0.0
C -4.062167 3.284870 0.351402 0.0 0.0 0.0
C -5.330571 3.925402 0.852770 0.1 0.0 0.0
C -2.958586 3.145931 1.179737 0.0 0.0 0.0
C -1.776278 2.541842 0.751607 0.0 0.0 0.0
P -0.313749 2.332407 1.828137 0.0 0.0 0.0
C -0.965963 2.450433 3.565407 0.0 -0.1 0.0
C 0.245355 2.410656 4.501315 0.0 0.0 0.0
C -1.910350 1.298953 3.902664 0.0 0.1 0.0
C 0.507689 4.013542 1.661499 0.0 0.0 -0.1
C -0.167286 5.147724 2.425896 0.0 0.0 0.0
C 0.619496 4.404705 0.187823 0.0 0.0 0.0
H 5.567392 1.235449 -0.983464 0.0 0.0 0.0
H 4.557450 1.531373 -2.394138 0.0 0.0 0.0
H 5.135277 -0.103471 -2.035708 0.0 0.0 0.0
H 3.808077 -0.137254 0.044682 0.0 0.0 0.0
H 3.056982 2.693096 -0.812353 0.0 0.0 0.0
H 3.936549 2.237908 0.651248 0.0 0.0 0.0
H 2.204490 1.877152 0.484363 0.0 0.1 0.0
H 3.606876 -0.760322 -3.234113 0.1 0.0 0.0
H 0.734660 -1.620254 -3.602698 0.0 0.0 0.0
H 2.018132 -2.491735 -4.441195 0.0 0.0 0.0
H 1.798863 -0.757458 -4.698049 0.0 0.0 0.0
H 2.423878 -2.988521 -1.526247 0.0 0.0 0.0
H 4.036045 -2.285545 -1.385745 0.0 0.0 0.0
H 3.619185 -3.246227 -2.806301 0.0 0.0 0.0
H 2.961166 1.252260 -3.957557 0.0 0.0 0.0
H 3.332697 2.830549 -5.678336 0.0 0.0 0.0
H 2.616825 4.429067 -5.473727 0.0 0.0 0.0
H 1.811909 3.226926 -6.475516 0.0 0.0 0.0
H 0.121506 4.383312 -4.410415 0.0 0.0 0.0
H -1.115606 3.569729 -2.508622 0.0 0.0 0.0
H -2.738830 1.795725 -2.401108 0.0 0.0 0.0
H -4.808882 2.862798 -1.613034 0.0 0.0 0.0
H -6.085640 3.965473 0.068557 0.0 0.0 0.0
H -5.150491 4.945587 1.195788 0.0 0.0 0.0
H -5.749118 3.367972 1.693844 0.0 0.0 0.0
H -3.029376 3.523101 2.195261 0.0 0.0 0.0
H -1.495621 3.392191 3.722207 0.0 0.0 0.0
H 0.737991 1.436657 4.444573 0.0 0.0 0.0
H -0.068135 2.564828 5.536114 0.0 0.0 0.0
H 0.989689 3.171113 4.259480 0.0 0.0 0.0
H -2.108788 1.274358 4.976904 0.0 0.0 0.0
H -2.867125 1.397220 3.391423 0.0 0.0 0.0
H -1.461512 0.340159 3.623726 0.0 0.0 0.0
H 1.519898 3.868624 2.054201 0.0 0.0 0.0
H -1.214774 5.239038 2.128024 0.0 0.0 0.0
H 0.325520 6.091819 2.182342 0.0 0.0 0.0
H -0.122921 5.022039 3.508110 0.0 0.0 0.0
H -0.354400 4.709631 -0.198492 0.0 0.0 0.0
H 0.976652 3.593225 -0.439090 0.0 0.0 0.0
H 1.303473 5.249317 0.077837 0.0 0.0 0.0
N 1.560405 -0.570729 1.674519 -0.2 0.1 -0.3
C 2.385522 -1.748073 1.952323 0.1 0.0 0.0
C 1.597216 -2.882975 2.586586 0.1 0.0 0.0
C 0.557093 -3.480007 1.658116 0.0 0.0 0.0
N -0.517535 -2.515469 1.413321 -0.5 -0.1 -0.3
H 2.108671 0.111705 1.165764 0.0 0.1 0.2
H 1.253632 -0.108142 2.523376 0.0 0.0 0.0
H 3.241702 -1.508325 2.594619 0.0 0.1 0.0
H 2.789006 -2.091144 0.994622 0.0 0.0 0.0
H 1.110091 -2.531445 3.504442 0.0 0.0 0.0
H 2.299152 -3.661896 2.891428 0.0 0.0 0.0
H 0.175115 -4.417504 2.077615 0.0 0.0 0.0
H 1.016895 -3.713827 0.694216 0.0 0.0 0.0
H -0.971614 -2.265371 2.287130 0.0 0.0 0.0
H -1.231700 -2.941290 0.827358 0.0 0.0 0.0
S -2.759796 -3.116817 -3.184087 0.0 0.1 0.0
C -1.251880 -3.916296 -3.223234 -0.1 0.0 0.0
C -0.366756 -3.376037 -2.342786 0.0 0.1 0.1
C -0.856961 -2.263894 -1.575442 0.1 0.1 0.1
C -2.165537 -2.038349 -1.937156 -0.1 -0.4 0.0
C -3.101184 -1.262441 -1.136155 0.0 0.0 0.1
C -4.455935 -1.115382 -1.453162 0.0 0.0 -0.1
C -5.311561 -0.526967 -0.550387 0.0 0.0 0.0
C -4.808036 -0.081345 0.665973 -0.1 0.0 0.0
C -3.455987 -0.210768 0.887728 0.1 0.0 0.0
N -2.606451 -0.772246 0.022351 -0.1 0.1 0.0
H -1.088632 -4.730254 -3.911471 0.0 0.0 0.0
H 0.636525 -3.773500 -2.262295 0.0 0.0 0.0
H -4.824627 -1.483313 -2.401543 0.0 0.0 0.0
H -6.363042 -0.419690 -0.785267 0.0 0.0 0.0
H -5.443308 0.376873 1.410244 0.0 0.0 0.0
H -3.013627 0.156048 1.801454 0.0 0.0 0.0

Number 1: E_tot -176689.806 eV. Number 2: E_tot -83784.948 eV. Number 3: E_tot -98805.367 eV.